No. 1
Density functional theory data (ωB97M-V/def2-TZVPD) for C33H37IN4O3PbSe as an isolated structure.

XYZ file:
```
80
Properties=species:S:1:pos:R:3:forces:R:3
Pb -0.99680 0.09528 0.88730 0.2 -0.5 -0.6
C -3.78008 -1.93325 -2.35390 0.0 0.0 0.0
C -2.94468 -0.83993 -2.94639 0.0 0.0 0.1
N -2.72447 -0.84437 -4.23624 0.1 0.2 -0.1
C -2.01173 0.17338 -4.78115 -0.2 -0.2 0.1
C -1.53246 1.22439 -4.05260 0.1 0.0 0.0
C -0.80665 2.33080 -4.76950 0.0 0.1 0.1
O -1.48147 3.58983 -4.68620 0.0 -0.1 -0.1
C -1.71918 1.22755 -2.64741 0.2 0.4 0.1
C -1.26542 2.38685 -1.87560 -0.1 -0.2 -0.3
N -1.03622 2.33323 -0.62470 0.1 0.2 0.5
C -0.66512 3.48571 0.10135 0.0 -0.1 -0.1
C 0.32790 4.36739 -0.31757 0.0 0.0 0.0
C 0.72242 5.42299 0.49208 0.0 0.0 0.0
C 0.13773 5.60771 1.73727 0.0 0.0 0.0
C -0.86798 4.74898 2.16518 0.1 0.0 -0.1
C -1.26455 3.70655 1.34426 0.0 0.0 0.0
I -2.87490 2.50696 1.90786 -0.2 0.1 0.2
C -2.41729 0.16303 -2.04512 -0.1 -0.2 0.0
O -2.65312 0.01449 -0.78103 0.2 0.1 0.1
H -4.13148 -2.58645 -3.15004 0.0 0.0 0.0
H -3.21021 -2.51259 -1.62502 0.0 0.0 0.0
H -4.63027 -1.51733 -1.80967 0.0 0.0 0.0
H -1.84704 0.12816 -5.85171 0.0 0.0 0.0
H 0.18420 2.50122 -4.34633 0.0 0.0 0.0
H -0.66760 2.04063 -5.81261 0.0 0.0 -0.1
H -2.37128 3.46187 -5.03280 0.0 0.0 0.0
H -1.16638 3.33329 -2.41357 0.0 0.0 0.0
H 0.80854 4.19725 -1.27408 0.0 0.0 0.0
H 1.50193 6.09438 0.15493 0.0 0.0 0.0
H 0.46008 6.41691 2.37988 0.0 0.0 0.0
H -1.33955 4.89083 3.12812 0.0 0.0 0.0
C 1.87305 1.05450 3.89114 0.0 0.0 0.0
C 2.07124 0.24161 2.63226 0.0 0.0 0.1
C 2.40095 0.91425 1.44758 0.0 0.1 0.0
C 2.63266 2.40975 1.49829 -0.1 0.0 0.0
C 2.57584 0.20531 0.25177 0.0 0.1 -0.1
C 2.81820 0.94824 -1.04741 0.0 0.0 0.0
C 2.52685 -1.19275 0.26478 0.0 -0.1 0.0
C 3.01282 -1.99345 -0.92635 0.0 0.0 0.0
C 2.13959 -1.86062 1.43225 0.0 0.0 0.0
C 1.97055 -3.36230 1.41265 0.0 0.0 0.0
C 1.93057 -1.15263 2.62281 0.0 -0.1 0.1
C 1.63994 -1.92978 3.88733 0.0 0.0 0.0
H 2.83207 1.32154 4.34688 0.0 0.0 0.0
H 1.28122 0.53629 4.63872 0.0 0.0 0.0
H 1.35102 1.98776 3.67435 0.0 0.0 0.0
H 3.23990 2.66975 2.36667 0.0 0.0 0.0
H 1.69797 2.97696 1.58804 0.1 -0.1 0.0
H 3.15490 2.77506 0.61754 0.0 0.0 0.0
H 3.87095 1.20356 -1.20212 0.0 0.0 0.0
H 2.25197 1.88008 -1.07137 0.0 0.0 0.0
H 2.49797 0.36019 -1.90688 0.0 0.0 0.0
H 3.65137 -1.39444 -1.57194 0.0 0.0 0.0
H 2.21099 -2.40347 -1.54286 0.0 0.0 0.0
H 3.61006 -2.84185 -0.59006 0.0 0.0 0.0
H 2.87197 -3.88219 1.75329 0.0 0.0 0.0
H 1.73872 -3.72756 0.41226 0.0 0.0 0.0
H 1.15895 -3.67453 2.07155 0.0 0.0 0.0
H 1.81866 -1.34520 4.78456 0.0 0.0 0.0
H 2.27036 -2.81846 3.94822 0.0 0.0 0.0
H 0.59934 -2.26237 3.93438 0.0 0.0 0.0
O -2.31282 -1.96046 1.89177 0.1 -0.1 -0.2
C -2.13957 -3.30520 1.48575 0.0 0.1 -0.1
C -1.46886 -3.40859 0.12804 0.0 0.2 0.2
C -1.53889 -4.58678 -0.60411 0.0 0.0 0.0
C -0.99984 -4.61444 -1.87616 0.0 -0.1 0.0
C -0.41333 -3.46738 -2.38876 0.0 0.0 0.0
C -0.36076 -2.34934 -1.58055 0.0 0.0 0.1
N -0.86316 -2.32394 -0.34267 0.1 0.1 -0.1
H -1.85115 -1.76551 2.72904 -0.1 0.0 0.0
H -3.12335 -3.76998 1.40833 -0.1 -0.1 0.0
H -1.57288 -3.86727 2.23234 0.1 0.0 0.0
H -2.03631 -5.45478 -0.18814 0.0 0.0 0.0
H -1.05746 -5.51484 -2.47474 0.0 0.0 0.0
H -0.01574 -3.43408 -3.39364 0.0 0.0 0.0
H 0.08790 -1.42698 -1.93795 0.0 0.0 0.0
Se -1.46524 -0.19040 6.37473 0.1 0.0 -0.2
C -1.23063 -0.20203 4.60775 -0.2 0.1 0.2
N -1.07549 -0.21697 3.44572 -0.1 0.0 0.2
```
Forces are in eV/Å.

Energy relative to the best compared isomer or geometry (same formula, charge and spin) ... 13.22 kcal/mol
Spin multiplicity ... 1
E_LUMO ... -0.26 eV
Kohn-Sham gap ... 7.17 eV

---

No. 2
Density functional theory data (ωB97M-V/def2-TZVPD) for a 5-piece molecular cluster, C19H42BFNO15 overall.

XYZ file:
```
79
Properties=species:S:1:pos:R:3:forces:R:3
C 3.48471 3.65065 -2.87101 0.0 -0.1 -0.1
C 2.88128 4.25351 -4.11952 0.2 0.2 -0.3
O 1.48179 3.87959 -4.26396 -0.1 -0.4 0.4
B 0.58548 4.24504 -3.34903 0.0 0.3 0.0
O 0.43261 5.37146 -2.64461 0.2 0.0 0.0
N -0.58845 3.21815 -3.07660 0.1 0.0 -0.4
F -0.97249 3.42134 -1.75212 0.0 0.1 -0.1
C -0.12406 1.79429 -3.16978 -0.1 -0.1 0.3
C -1.18110 0.75730 -2.84994 -0.1 0.1 0.0
C -1.74316 3.57521 -3.98500 0.0 0.0 0.0
C -3.16489 3.38572 -3.41590 -0.1 0.0 0.0
C -3.59948 4.51369 -2.49672 0.1 -0.1 0.1
O -4.04451 3.42155 -4.52251 0.1 0.1 -0.2
H 3.17541 4.16720 -1.96087 0.0 0.0 0.0
H 3.22095 2.59255 -2.80120 0.0 0.1 0.0
H 4.57197 3.70240 -2.94334 0.0 0.1 0.1
H 3.37360 3.88383 -5.01594 -0.1 -0.1 0.0
H 2.96401 5.34372 -4.13833 0.0 0.0 0.0
H 1.06717 6.07129 -2.85026 -0.1 0.0 0.1
H 0.26632 1.69956 -4.17746 0.1 0.0 0.0
H 0.70480 1.72597 -2.46332 0.0 0.0 -0.1
H -0.67416 -0.18621 -2.65142 0.0 0.0 -0.1
H -1.74270 1.02335 -1.95444 0.1 -0.1 0.0
H -1.87779 0.60461 -3.67441 0.0 0.0 0.0
H -1.62999 4.62178 -4.27218 0.0 0.0 0.0
H -1.58803 2.94796 -4.86497 0.0 0.0 0.0
H -3.25013 2.42883 -2.89480 0.1 0.0 0.0
H -3.16082 4.41178 -1.50570 0.0 0.0 0.0
H -3.31803 5.48478 -2.90658 -0.1 0.0 0.0
H -4.68255 4.46697 -2.39201 0.0 0.1 0.0
H -3.83992 2.72405 -5.15933 -0.1 0.0 0.2
C 0.74595 0.27277 3.80271 0.1 -0.1 0.1
O -0.40153 0.16183 2.94316 0.0 0.0 0.0
C -0.70794 1.27020 2.28681 -0.1 0.0 0.0
O -0.11969 2.31883 2.33125 0.1 0.0 0.0
O -1.79556 1.03130 1.54104 0.0 0.0 0.0
C -2.27168 2.17845 0.83848 -0.1 -0.1 0.0
H 0.85845 -0.69716 4.27584 0.0 0.0 0.0
H 1.63440 0.51784 3.22512 0.0 0.0 0.0
H 0.57881 1.03153 4.56357 0.0 0.0 0.0
H -1.48903 2.57511 0.19648 0.0 0.0 0.1
H -2.60099 2.95310 1.52866 0.0 0.0 0.0
H -3.11685 1.83191 0.24775 0.0 0.0 0.0
C -1.86200 -2.09153 5.15525 0.0 0.0 -0.2
O -2.39207 -2.31129 6.46343 0.1 0.0 0.0
C -1.57052 -1.92091 7.44058 0.0 0.0 0.0
O -0.48121 -1.43069 7.27979 0.0 0.0 0.0
O -2.15431 -2.16508 8.60617 0.0 0.0 0.0
C -1.37586 -1.79405 9.75216 0.0 0.0 0.1
H -2.60433 -2.45717 4.45230 -0.1 0.0 0.1
H -1.68696 -1.03211 4.98116 0.0 0.0 0.0
H -0.93282 -2.64248 5.02350 0.0 0.0 0.0
H -1.17094 -0.72570 9.74277 0.0 0.0 0.0
H -0.43798 -2.34518 9.76950 0.0 0.0 0.0
H -1.98397 -2.05515 10.61177 0.0 0.0 0.0
C 1.46835 0.95823 -6.26348 0.0 0.2 -0.1
O 2.15219 -0.06885 -6.96481 0.0 -0.1 0.1
C 2.13654 -1.23994 -6.30939 0.0 0.0 0.0
O 1.61440 -1.41195 -5.23527 0.0 0.0 0.0
O 2.77488 -2.13781 -7.03245 0.0 0.0 0.0
C 2.83469 -3.45218 -6.45289 0.0 -0.1 0.0
H 1.53893 1.85297 -6.87619 0.0 0.0 -0.1
H 0.42107 0.68407 -6.12110 0.0 0.0 0.0
H 1.94039 1.13488 -5.29672 0.0 0.0 0.0
H 1.83182 -3.84867 -6.31249 0.0 0.0 0.0
H 3.35605 -3.42095 -5.49896 0.0 0.0 0.0
H 3.38462 -4.05606 -7.16602 0.0 0.0 0.0
C 2.25655 -8.39208 3.71478 0.0 0.0 0.0
O 1.07112 -7.64673 4.01678 0.0 0.0 0.0
C 1.23530 -6.71440 4.95257 0.0 0.0 0.0
O 2.26368 -6.45842 5.52114 0.0 0.0 0.0
O 0.06403 -6.10949 5.15169 0.0 0.0 0.0
C 0.09460 -5.09018 6.15497 -0.1 0.1 0.1
H 1.96551 -9.10246 2.94770 0.0 0.0 0.0
H 3.03868 -7.73232 3.34448 0.0 0.0 0.0
H 2.61343 -8.91574 4.59912 0.0 0.0 0.0
H 0.79511 -4.30238 5.88263 0.0 0.0 0.0
H 0.37604 -5.50769 7.11982 0.1 0.0 0.0
H -0.91719 -4.69817 6.20806 0.0 0.0 0.0
```
Forces are in eV/Å.

Total charge ... +1
Spin multiplicity ... 1
E_LUMO ... -2.76 eV
Kohn-Sham gap ... 9.30 eV

---

No. 3
Density functional theory data (ωB97M-V/def2-TZVPD) for a 2-piece molecular cluster, CH3Br3OSi overall.

XYZ file:
```
9
Properties=species:S:1:pos:R:3:forces:R:3
C -1.31346 -0.24914 -0.16430 0.7 -1.2 3.5
O -0.20224 0.56367 -0.14583 0.6 1.8 -0.1
Si 1.36148 0.74681 0.10769 0.6 -1.1 0.4
Br 0.59956 -3.08458 -0.20651 0.1 -0.1 0.0
Br 2.36909 2.03213 -1.37964 -0.1 0.4 -0.2
Br 1.88548 1.44063 2.18186 -0.3 0.1 -0.1
H -1.00999 -1.14622 -0.63553 -0.2 -1.2 -0.7
H -2.08079 0.21047 -0.68514 -1.6 0.9 -0.9
H -1.60914 -0.51377 0.92739 0.2 0.5 -1.8
```
Forces are in eV/Å.

Energy relative to the best compared isomer or geometry (same formula, charge and spin) ... 0.00 kcal/mol
Expectation value of S² ... 2.00
Spin multiplicity ... 3
E_LUMO (spin up / spin down) ... 0.66 / -3.99 eV
Kohn-Sham gap (spin up / spin down) ... 8.31 / 6.53 eV

---

No. 4
Density functional theory data (ωB97M-V/def2-TZVPD) for a 2-piece molecular cluster, C8H16NOPS overall.

XYZ file:
```
28
Properties=species:S:1:pos:R:3:forces:R:3
C 3.68972 0.03724 -0.95205 0.5 -0.2 0.7
C 1.76326 -1.31597 -1.41844 1.1 0.2 0.0
C -2.87186 -0.40840 1.17208 0.0 2.1 -1.8
C -3.19500 0.69874 -1.09414 -1.4 -2.4 1.5
C 2.31856 -0.48708 2.03283 -1.8 -1.2 -4.0
C -0.87770 0.75137 -0.11945 -0.1 0.1 1.2
C 2.24606 0.08916 -1.02736 0.1 -1.2 0.6
C -2.15852 -0.05718 -0.16585 -1.8 0.9 0.5
N 4.80192 -0.15585 -0.73741 0.1 0.2 -0.2
O 0.09752 0.02698 0.71908 -0.7 0.8 -0.8
P 1.58510 0.68175 0.64114 0.7 -0.1 2.0
S 1.43551 3.87788 1.35219 0.0 -0.7 -0.2
H 2.18948 -2.03181 -0.72785 0.5 -0.3 -0.2
H 2.00736 -1.50720 -2.46385 0.2 -0.3 0.2
H 0.74133 -1.46657 -1.27983 -2.0 0.3 0.0
H -3.84473 -0.80551 0.90816 -0.3 0.1 0.1
H -2.95720 0.56143 1.67026 -0.4 -0.3 0.5
H -2.38483 -1.12192 1.74895 1.2 -1.0 1.2
H -4.21411 0.68862 -0.55754 1.6 0.5 -0.7
H -3.43015 0.20107 -2.06077 0.7 0.5 0.5
H -2.75969 1.64751 -1.14463 -0.2 1.9 -0.8
H 3.34645 -0.42793 2.08667 2.2 0.6 0.5
H 1.76153 -0.32765 2.88945 -0.8 0.9 1.8
H 2.09823 -1.55737 1.78887 0.0 0.8 -0.2
H -0.47846 0.74777 -1.12757 0.1 0.4 -0.4
H -1.01584 1.82504 0.24808 0.3 -1.4 -0.3
H 2.01129 0.79630 -1.78277 -0.6 0.9 -0.6
H -1.90520 -0.96038 -0.59827 0.6 -2.0 -1.1
```
Forces are in eV/Å.

Energy relative to the best compared isomer or geometry (same formula, charge and spin) ... 67.14 kcal/mol
Spin multiplicity ... 1
E_LUMO (spin up / spin down) ... -2.01 / -2.02 eV
Kohn-Sham gap (spin up / spin down) ... 6.90 / 6.90 eV

---

No. 5
Density functional theory data (ωB97M-V/def2-TZVPD) for a 7-piece molecular cluster, C10H24F7N2O9P2S3 overall.

XYZ file:
```
57
Properties=species:S:1:pos:R:3:forces:R:3
O 2.14217 0.45705 1.73117 0.0 0.1 0.1
P 1.36486 -0.01317 2.87883 0.3 0.0 -0.3
P -0.85207 0.02425 2.38253 0.4 -0.1 0.0
C -1.21854 -0.36837 0.66186 0.0 -0.2 -0.2
C -0.07240 -1.10341 -0.07630 -0.1 0.0 -0.1
C -0.59558 -2.21111 -1.01039 -0.1 -0.1 0.1
S -0.47717 -1.78080 -2.74594 0.1 0.2 0.0
C 1.28974 -1.96636 -2.97305 -0.1 0.0 -0.1
S 2.23030 -2.92577 -2.07402 0.1 0.1 0.1
N 1.73602 -1.21991 -4.04586 -0.1 -0.1 0.0
C 1.00060 -0.46286 -4.96410 -0.8 -0.3 0.6
C 1.89271 0.06524 -5.79735 0.4 0.5 -0.8
N 3.18414 -0.31737 -5.45755 0.0 0.5 -0.6
C 3.05815 -1.07254 -4.43784 0.4 -0.5 0.6
S -2.01654 1.83011 2.93240 -0.6 0.0 -0.2
O -2.87747 2.03662 1.81658 0.1 0.0 -0.1
O -2.50697 1.57397 4.24410 0.3 0.0 0.1
C -0.83066 3.30010 3.04984 -0.2 -0.1 -0.2
F 0.37072 2.82920 3.40154 0.1 -0.1 -0.1
F -1.34314 3.99844 4.04070 0.0 0.3 0.3
C -0.72775 4.25113 1.80761 0.2 0.1 -0.1
F 0.16735 5.18625 2.18875 -0.2 -0.1 -0.1
F -1.91716 4.82385 1.60999 0.1 -0.1 0.0
C -0.20881 3.64726 0.46464 0.1 -0.3 -0.4
F 0.25293 4.62173 -0.31170 -0.2 -0.7 0.4
F -1.20052 2.99494 -0.18442 0.6 0.4 0.4
F 0.76615 2.74604 0.72685 -0.6 0.6 -0.2
H 1.45370 -1.36780 3.23072 -0.1 -0.1 0.1
H 1.38535 0.70418 4.07791 -0.1 -0.1 0.1
H -1.43482 -0.95405 3.19763 -0.2 0.1 0.2
H -2.10910 -1.00088 0.72166 0.0 0.1 0.0
H -1.52479 0.55465 0.16961 0.0 0.0 0.0
H 0.48030 -0.36910 -0.66106 0.1 0.0 0.1
H 0.64740 -1.54436 0.61497 0.0 0.0 0.0
H -1.65350 -2.43360 -0.85436 0.0 0.0 0.1
H -0.03832 -3.13180 -0.84678 0.0 0.0 -0.1
H -0.07191 -0.39533 -4.93845 0.0 0.0 0.0
H 1.68756 0.70924 -6.63592 0.1 0.0 0.0
H 3.85717 -1.55717 -3.90195 0.0 0.0 0.0
O -2.12451 -4.23067 -4.61545 0.0 -0.1 0.0
H -3.01594 -3.90116 -4.76183 0.0 0.0 0.0
H -1.74398 -3.66725 -3.93298 0.0 0.0 -0.1
O 0.36279 7.65422 4.16180 0.0 0.0 0.1
H -0.20119 7.08438 3.63418 0.0 0.0 -0.1
H 1.25518 7.31692 4.04000 0.0 0.0 0.0
O -2.21783 -1.10082 6.10565 0.1 0.2 -0.3
H -2.76377 -0.67002 5.43954 -0.2 0.0 0.1
H -2.36441 -0.55775 6.88833 0.1 -0.1 0.1
O 2.78402 -5.92982 -2.56032 -0.2 0.1 0.0
H 2.46150 -6.46142 -1.82061 0.2 -0.1 0.0
H 2.13559 -6.05004 -3.26105 0.0 0.0 0.0
O 3.27166 -7.79272 -0.26419 -0.1 0.1 0.1
H 3.07852 -7.82206 0.67733 0.0 -0.1 0.0
H 4.20209 -8.02702 -0.33666 0.0 0.0 -0.1
O -3.71165 4.43985 -1.34037 -0.1 -0.1 0.0
H -3.91024 5.29181 -0.94036 0.0 0.0 0.0
H -2.78793 4.26505 -1.14583 0.0 0.1 0.0
```
Forces are in eV/Å.

Total charge ... +1
Spin multiplicity ... 1
E_LUMO ... -5.03 eV
Kohn-Sham gap ... 6.28 eV

---

No. 6
Density functional theory data (ωB97M-V/def2-TZVPD) for an isolated ion of composition C12H18N3O7 and charge -1.

XYZ file:
```
40
Properties=species:S:1:pos:R:3:forces:R:3
O -2.40900 -2.55488 -2.20204 0.5 1.0 0.6
O 2.47443 -1.37718 -0.70775 -1.0 -0.6 0.3
O -1.12041 -0.13235 -4.58581 -1.9 2.4 2.9
O -1.07554 1.94312 0.29181 -0.8 0.2 -0.6
O -0.55415 -0.19337 3.83022 -1.2 -1.9 1.9
O 3.32439 0.65800 -0.55216 0.0 0.6 0.5
O -3.09627 0.85427 -4.10300 1.9 -0.8 0.1
C -1.18376 -2.31216 -2.08108 -5.4 -4.1 -2.6
C 2.92897 -0.40443 -0.04757 0.2 0.0 -1.0
C -1.78536 0.56978 -3.78052 1.5 -1.2 -0.9
C -0.88297 0.76784 0.02433 1.9 0.1 1.5
C -0.09972 0.80684 3.33967 1.1 -5.3 -4.5
N -0.31293 1.94278 3.86885 0.6 5.4 -0.2
N -0.73340 -1.15557 -1.72235 1.3 2.8 1.7
N -0.11356 0.01614 0.86939 0.2 -1.0 -0.7
C -0.34639 -3.56234 -2.49780 0.4 2.4 0.5
C -0.29115 3.23567 3.14371 -0.1 -0.3 -1.2
C 3.09216 -0.62768 1.45591 -0.5 0.0 1.1
C -1.35473 1.16150 -2.38479 0.1 1.6 -1.0
C 1.73163 -0.74547 2.33813 1.1 0.6 -0.2
C -1.42333 0.12902 -1.26671 -0.1 -1.7 -0.8
C 0.71516 0.42997 2.01027 1.0 1.7 0.9
H -3.07694 0.27711 -4.89084 -1.0 0.3 -0.2
H -0.93277 1.79488 4.61987 -0.8 0.5 1.1
H 0.25293 -1.21205 -1.71278 1.8 1.0 0.3
H 0.26447 -0.84411 0.46828 -0.3 0.2 0.1
H -0.02371 -3.59116 -3.55109 0.0 0.4 0.6
H 0.41371 -3.52425 -1.76962 2.1 -0.4 0.3
H -0.90520 -4.42324 -2.25116 -1.0 -0.7 0.0
H 0.52866 3.91353 3.31105 0.3 0.2 1.4
H -0.09676 3.10645 2.06548 -0.7 -0.7 0.3
H -1.25664 3.75046 3.21616 0.3 -0.2 0.2
H 3.81895 -1.46678 1.52571 -1.1 -0.2 0.3
H 3.67287 0.17259 1.92146 -0.3 0.4 -0.3
H -1.99311 2.09728 -2.17509 0.8 -1.7 -0.2
H -0.30472 1.53260 -2.35036 -0.6 -0.3 -0.8
H 1.20926 -1.72473 2.19773 0.5 0.8 0.4
H 2.09170 -0.56905 3.40184 -0.8 -0.7 -1.2
H -2.47606 -0.07719 -1.10312 -0.1 -0.6 0.2
H 1.32931 1.33815 1.83580 -0.2 -0.5 -0.9
```
Forces are in eV/Å.

SMILES ... CNC(=O)[C@@H](CCC(=O)[O-])NC(=O)[C@@H](CC(=O)O)NC(C)=O
Total charge ... -1
Energy relative to the best compared isomer or geometry (same formula, charge and spin) ... 69.09 kcal/mol
Spin multiplicity ... 1
E_LUMO ... 2.87 eV
Kohn-Sham gap ... 7.71 eV